Density functional theory data (ωB97M-V/def2-TZVPD) for C32H43MnN3O as an isolated structure in a non-equilibrium geometry.

Each line ends with the Mulliken spin population.
Positions of all 80 atoms, in Å:
Mn: -0.15802 0.33358 -0.18100  4.577
N: -3.11891 2.13793 4.23546  0.001
N: 1.74242 2.44195 0.24071  0.044
C: -1.23322 -0.76165 -1.66252  -0.048
C: -1.86351 0.53922 -1.53136  0.013
C: -2.81738 0.45364 -0.41528  -0.080
C: -3.90329 1.25604 -0.19095  0.173
H: -4.03541 2.15356 -0.78318  0.012
H: -4.14445 2.62427 1.95561  0.000
H: -4.68632 0.93351 0.48794  -0.014
C: -2.46529 -0.72786 0.32178  0.312
C: -3.23548 -1.13559 1.50528  -0.012
H: -4.29615 -1.23922 1.23772  0.018
H: -3.19270 -0.36388 2.28583  -0.006
H: -2.86942 -2.07634 1.92536  -0.004
C: -1.56742 -1.50349 -0.45189  -0.114
C: -1.28449 -2.94102 -0.23435  -0.011
H: -1.06429 -3.12325 0.82602  -0.023
H: -0.42675 -3.28128 -0.82935  0.002
H: -2.15633 -3.56031 -0.50977  0.009
C: -1.96122 1.57804 -2.57838  -0.025
H: -2.78085 1.35356 -3.28276  -0.013
H: -1.04236 1.68433 -3.16884  0.034
H: -2.17431 2.55212 -2.11798  0.003
C: -0.57525 -1.29843 -2.88040  0.061
H: 0.17897 -2.05315 -2.62231  -0.009
H: -0.06099 -0.49780 -3.42810  -0.004
H: -1.29681 -1.77069 -3.57116  -0.006
C: -2.57411 2.30180 5.42854  0.001
H: -3.23956 2.20208 6.29879  0.000
C: -1.20209 2.58189 5.63558  0.003
H: -0.86242 2.75870 6.65842  0.001
C: -0.33945 2.59827 4.52186  0.029
H: 0.74636 2.71441 4.67432  0.000
C: -0.90493 2.48283 3.25501  0.005
H: -0.29590 2.46600 2.34950  -0.014
C: -2.35221 2.40834 3.12764  0.034
C: -3.05126 2.60439 1.93164  -0.016
H: -2.47927 2.91205 1.06079  0.002
C: 1.43608 1.41622 -0.55354  -0.159
C: 2.57438 3.30549 -0.43747  -0.007
H: 2.98557 4.18697 0.02650  -0.001
C: 2.78416 2.83449 -1.70323  0.029
H: 3.35730 3.23296 -2.51595  0.007
N: 2.11039 1.61637 -1.77228  -0.015
C: 2.34027 0.62904 -2.75949  0.063
C: 2.17083 0.97135 -4.10798  -0.026
C: 2.55866 0.03398 -5.07604  -0.001
H: 2.46351 0.29518 -6.13338  -0.001
C: 3.04109 -1.22695 -4.72067  0.002
C: 3.52951 -2.19109 -5.77517  0.000
H: 3.29646 -3.22805 -5.49903  0.000
H: 4.62087 -2.12973 -5.91657  0.000
H: 3.06691 -1.97343 -6.74667  0.000
C: 3.09328 -1.57468 -3.36719  0.019
H: 3.40453 -2.57584 -3.07242  0.000
C: 2.77058 -0.65122 -2.36852  -0.020
C: 2.85711 -1.05654 -0.93774  -0.034
H: 3.42956 -0.35177 -0.32214  0.006
H: 3.34211 -2.03757 -0.89436  0.001
H: 1.85668 -1.17891 -0.47314  0.134
C: 1.51830 2.24998 -4.50371  0.008
H: 2.15735 3.12143 -4.32970  -0.002
H: 0.56638 2.41138 -3.98136  -0.004
H: 1.30074 2.22228 -5.57742  0.000
C: 1.70857 -2.91354 3.37314  0.007
C: 1.14736 -1.97443 2.32303  0.057
O: -0.21452 -1.58761 2.52899  0.007
C: -0.50753 -1.03322 3.81867  0.009
C: -1.24406 -2.01340 4.71040  0.000
H: 2.66759 -3.29501 3.01079  -0.001
H: 1.05135 -3.77173 3.55391  0.000
H: 1.89681 -2.39123 4.31755  0.000
H: 1.76141 -1.05897 2.25032  0.005
H: 1.15978 -2.46264 1.33751  -0.014
H: 0.41887 -0.68168 4.30480  0.003
H: -1.14420 -0.15861 3.62770  -0.008
H: -0.61540 -2.87926 4.94775  0.000
H: -2.17419 -2.35621 4.24093  0.000
H: -1.50036 -1.51235 5.64900  0.000

Summary:
Max |F| = 2.52 eV/A
Net charge = -2
Orbital gap (spin up / spin down) = 2.46 / 2.67 eV
Multiplicity = 6
Energy = -2635.472119 a.u.
Lowest unoccupied orbital energy (spin up / spin down) = 4.03 / 4.03 eV
Energy above the lowest of the compared OMol25 structures with the same formula, charge and spin = 0.00 kcal per mole

***

Density functional theory data (ωB97M-V/def2-TZVPD) for one molecule with the formula C32H43N3O6 in a non-equilibrium geometry.

Each line ends with the natural charge from an NBO analysis.
Positions of all 84 atoms, in Å:
C: -5.34692 -2.45582 0.35639  -0.413
N: -4.06907 -2.20443 0.98399  -0.412
C: -4.07719 -1.57001 2.27861  -0.409
C: -2.93804 -2.80244 0.50325  0.200
C: -2.91657 -3.39373 -0.77274  -0.302
C: -1.75431 -3.90758 -1.29745  -0.124
C: -0.55174 -3.84657 -0.59322  -0.226
C: 0.66758 -4.32276 -1.27045  0.668
O: 0.71298 -5.29025 -2.00534  -0.599
N: 1.80808 -3.56284 -1.10689  -0.446
N: 1.82941 -2.37270 -0.48678  -0.249
C: 2.76786 -1.55341 -0.70707  0.080
C: 2.81528 -0.20335 -0.03176  -0.087
C: 3.01087 -0.42155 1.47893  -0.411
C: 4.34191 -1.09186 1.79654  -0.406
C: 5.51342 -0.26686 1.27790  0.101
O: 6.70069 -0.97390 1.57270  -0.715
C: 5.35964 -0.04865 -0.22802  -0.449
C: 4.01245 0.58426 -0.63076  0.300
O: 3.87506 0.50281 -2.04481  -0.740
C: 3.98983 2.06036 -0.20638  -0.423
C: 2.69854 2.72809 -0.65347  -0.400
C: 1.51353 2.03396 0.01127  -0.238
C: 1.48201 0.54443 -0.34443  -0.195
C: 0.28086 -0.08885 0.34942  -0.436
C: -1.00900 0.55442 -0.13248  -0.441
C: -1.07239 2.04608 0.20469  0.102
C: -1.27263 2.25295 1.70215  -0.648
C: -2.20763 2.73415 -0.61353  -0.302
C: -3.49115 1.98757 -0.53940  0.111
C: -4.38494 2.00474 0.45719  -0.355
C: -5.45256 1.04291 0.16077  0.755
O: -6.39733 0.72198 0.82921  -0.586
O: -5.19270 0.49786 -1.05579  -0.488
C: -3.99048 1.02042 -1.57540  -0.124
C: -1.61131 2.91922 -2.01835  -0.402
C: -0.08126 2.92382 -1.84155  -0.463
C: 0.19756 2.76619 -0.33325  0.297
O: 0.34025 4.04516 0.26662  -0.736
C: -0.57583 -3.33062 0.69990  -0.145
C: -1.74123 -2.83217 1.24024  -0.265
H: -6.12931 -1.95431 0.91939  0.227
H: -5.36801 -2.05366 -0.65873  0.206
H: -5.57153 -3.52660 0.31950  0.188
H: -4.06372 -2.29625 3.10047  0.185
H: -4.97422 -0.96029 2.36893  0.225
H: -3.21226 -0.91179 2.38150  0.195
H: -3.81618 -3.44414 -1.36310  0.219
H: -1.75460 -4.35029 -2.28249  0.228
H: 2.59336 -3.82981 -1.70857  0.374
H: 3.56683 -1.79250 -1.41308  0.172
H: 2.20890 -1.06597 1.83383  0.230
H: 2.94985 0.53185 2.00456  0.204
H: 4.38782 -2.07917 1.33492  0.209
H: 4.45103 -1.22350 2.87363  0.221
H: 5.53266 0.70668 1.79513  0.153
H: 7.45327 -0.49262 1.21241  0.466
H: 5.46226 -1.01915 -0.71784  0.217
H: 6.17072 0.59131 -0.59446  0.198
H: 4.56930 1.03675 -2.44698  0.470
H: 4.09147 2.14001 0.87460  0.208
H: 4.84593 2.56903 -0.66046  0.203
H: 2.61147 2.64883 -1.73790  0.205
H: 2.70394 3.78288 -0.37940  0.227
H: 1.62818 2.14293 1.09413  0.209
H: 1.34803 0.45186 -1.42711  0.214
H: 0.36610 0.03328 1.42751  0.192
H: 0.24906 -1.15183 0.12889  0.275
H: -1.07500 0.41534 -1.21183  0.196
H: -1.85759 0.04285 0.32621  0.220
H: -1.32629 3.31146 1.94420  0.219
H: -0.44446 1.82878 2.26099  0.215
H: -2.19070 1.76934 2.02658  0.210
H: -2.38308 3.71560 -0.15734  0.212
H: -4.37945 2.59113 1.35467  0.237
H: -4.20614 1.51526 -2.52947  0.208
H: -3.29830 0.19168 -1.75667  0.217
H: -1.90804 2.10339 -2.67478  0.206
H: -1.96829 3.84556 -2.46911  0.217
H: 0.36965 2.10591 -2.39842  0.222
H: 0.36411 3.85253 -2.19810  0.225
H: -0.38416 4.60668 -0.02817  0.462
H: 0.32245 -3.34290 1.29761  0.222
H: -1.71864 -2.46716 2.25391  0.210

Summary:
Max |F| = 1.18 eV/A
Net charge = 0
Orbital gap = 7.99 eV
SMILES = CN(C)c1ccc(C(=O)N/N=C/[C@@]23CC[C@@H](O)C[C@]2(O)CC[C@@H]2[C@@H]3CC[C@]3(C)[C@H](C4=CC(=O)OC4)CC[C@]23O)cc1
Energy = -1860.919497 a.u.
Lowest unoccupied orbital energy = 0.39 eV